Formula: C20H22AgF5N4SSi2
Source: the Open Molecules 2025 dataset
Level of theory: wB97M-V/def2-TZVPD

```
! RIJCOSX wB97M-V def2-TZVPD def2/J DEFGRID3
* xyz -2 1
Ag -0.58 -0.22 0.41
C -2.05 -1.91 -4.01
Si -1.93 -1.06 -2.31
C -3.54 -1.50 -1.42
C -1.96 0.78 -2.70
C -0.43 -1.62 -1.39
C 0.79 -1.28 -2.16
C 1.52 -2.25 -2.89
C 2.67 -1.90 -3.57
C 3.09 -0.58 -3.56
C 2.30 0.32 -2.86
N 1.21 0.00 -2.18
Si -0.45 -3.25 -0.54
C -1.52 -3.25 1.00
C -1.13 -4.72 -1.57
C 1.28 -3.75 0.03
H -2.92 -1.56 -4.57
H -2.12 -3.00 -3.91
H -1.16 -1.70 -4.61
H -4.39 -1.11 -2.00
H -3.57 -1.05 -0.43
H -3.67 -2.58 -1.33
H -2.82 1.02 -3.34
H -1.05 1.07 -3.22
H -2.02 1.37 -1.79
H 1.16 -3.26 -2.92
H 3.22 -2.66 -4.11
H 3.99 -0.25 -4.06
H 2.58 1.37 -2.82
H -2.52 -2.86 0.81
H -1.07 -2.63 1.78
H -1.62 -4.27 1.39
H -2.19 -4.55 -1.82
H -1.06 -5.65 -1.00
H -0.60 -4.86 -2.51
H 1.70 -2.95 0.65
H 1.96 -3.93 -0.80
H 1.23 -4.66 0.64
F 0.30 3.47 6.19
C -0.29 2.99 5.08
C 0.36 3.04 3.86
F 1.58 3.60 3.79
C -0.26 2.56 2.73
F 0.41 2.68 1.58
C -1.53 1.98 2.74
S -2.32 1.39 1.29
C -2.15 1.94 3.99
F -3.38 1.43 4.13
C -1.55 2.43 5.14
F -2.20 2.38 6.32
N 0.86 -0.51 2.26
C 1.56 -0.75 3.15
N 2.35 -0.91 4.18
C 2.79 -2.09 4.55
N 3.23 -3.09 4.97
*
```

As for the gap between HOMO and LUMO: 6.66 eV. The value obtained for the total energy is -71237.871 eV. The value obtained for the relative energy (zero: lowest compared OMol25 entry of this formula, charge and spin) is 0.0 kcal/mol. Its HOMO energy is -1.97 eV. For the lowest unoccupied orbital energy, the calculation gives 4.691 eV.



Formula: C20H22AgNOS
Source: the Open Molecules 2025 dataset
Level of theory: wB97M-V/def2-TZVPD

```
! RIJCOSX wB97M-V def2-TZVPD def2/J DEFGRID3
* xyz 0 1
Ag 2.03 0.62 1.14
O 0.55 -0.43 0.40
S -0.69 0.29 -0.16
C 0.22 1.08 -1.57
C 1.01 0.16 -2.48
C 0.63 0.03 -3.83
C 1.34 -0.81 -4.70
C 2.44 -1.53 -4.23
C 2.84 -1.40 -2.90
C 2.14 -0.56 -2.03
C -1.41 -1.17 -1.03
C -1.16 -2.47 -0.30
C -0.44 -3.51 -0.91
C -0.21 -4.71 -0.23
C -0.70 -4.88 1.06
C -1.42 -3.86 1.68
C -1.65 -2.65 1.01
H 0.91 1.85 -1.16
H -0.55 1.62 -2.15
H -0.23 0.57 -4.21
H 1.03 -0.91 -5.73
H 2.99 -2.17 -4.90
H 3.70 -1.95 -2.54
H 2.48 -0.48 -1.01
H -1.04 -1.25 -2.07
H -2.50 -1.02 -1.10
H -0.05 -3.39 -1.92
H 0.35 -5.50 -0.71
H -0.52 -5.81 1.59
H -1.79 -3.99 2.69
H -2.21 -1.87 1.50
C -2.13 4.78 3.54
C -1.15 3.79 2.98
C -0.96 2.55 3.57
C -0.04 1.68 3.01
N 0.69 1.97 1.91
C 0.49 3.18 1.35
C -0.41 4.11 1.84
H -2.63 4.38 4.43
H -2.90 5.01 2.80
H -1.62 5.70 3.83
H -1.51 2.25 4.46
H 0.14 0.70 3.44
H 1.09 3.39 0.47
H -0.52 5.07 1.35
H 3.34 1.56 1.79
*
```

As for the gap between HOMO and LUMO: 6.07 eV. The value obtained for the total energy is -39465.180 eV. Its HOMO energy is -5.89 eV. For the lowest unoccupied orbital energy, the calculation gives 0.184 eV.



Formula: C20H22AlClFN3O7
Source: the Open Molecules 2025 dataset
Level of theory: wB97M-V/def2-TZVPD

```
! RIJCOSX wB97M-V def2-TZVPD def2/J DEFGRID3
* xyz 2 1
O 5.59 -0.97 2.09
C 4.70 -0.19 2.03
O 3.76 -0.23 0.98
C 2.60 -1.00 1.35
C 1.42 -0.06 1.84
C -0.02 -0.72 1.60
C -0.88 0.34 0.77
N -1.43 1.42 1.65
N -0.67 2.47 1.71
C -1.09 3.50 2.46
C -2.37 3.40 3.17
C -3.19 2.19 3.13
C -2.61 1.13 2.26
C -3.40 -0.21 2.13
C -4.62 -0.14 1.35
C -5.41 -1.38 1.24
C -4.88 -2.56 1.94
C -3.61 -2.41 2.66
N -2.88 -1.28 2.78
H 4.62 0.60 2.83
H 2.80 -1.74 2.17
H 2.26 -1.53 0.43
H 1.60 0.14 2.93
H 1.53 0.93 1.33
H -0.43 -0.90 2.62
H 0.15 -1.66 1.03
H -0.15 0.80 0.05
H -1.67 -0.13 0.13
H -0.47 4.42 2.52
H -2.71 4.27 3.78
H -4.15 2.07 3.66
H -4.99 0.79 0.86
H -6.38 -1.38 0.68
H -5.48 -3.52 1.90
H -3.21 -3.32 3.16
C 1.15 -1.57 -3.61
C 1.45 -1.47 -4.91
C 2.56 -0.60 -5.39
O 2.81 -0.55 -6.58
C 3.29 0.17 -4.39
C 2.98 0.07 -3.09
C 1.91 -0.82 -2.59
O 1.67 -0.89 -1.36
O 3.65 0.80 -2.16
O 0.77 -2.15 -5.84
H 0.35 -2.20 -3.27
H 4.08 0.82 -4.75
H 3.25 0.55 -1.31
H 1.18 -1.91 -6.70
O 3.01 3.63 -3.21
H 2.95 2.68 -3.15
H 2.10 3.91 -3.38
F 1.97 3.28 -1.51
Cl 1.61 -2.90 -1.63
Al -7.11 -4.03 1.62
*
```

As for the gap between HOMO and LUMO: 2.69 eV. The value obtained for the total energy is -61706.616 eV. Its HOMO energy is -11.24 eV. For the lowest unoccupied orbital energy, the calculation gives -8.548 eV.



Formula: C20H22AlN9OPS
Source: the Open Molecules 2025 dataset
Level of theory: wB97M-V/def2-TZVPD

```
! RIJCOSX wB97M-V def2-TZVPD def2/J DEFGRID3
* xyz 1 1
Al -0.92 -0.37 -0.52
C 0.35 3.57 2.95
N -0.49 2.74 2.09
C -1.85 2.58 2.22
C -2.24 1.75 1.22
N -1.14 1.40 0.48
C -0.09 2.00 1.03
P 1.59 1.99 0.30
C 1.02 2.04 -1.43
N 0.25 1.12 -1.97
C 0.06 1.49 -3.27
C 0.74 2.65 -3.51
N 1.35 2.99 -2.34
C 2.16 4.18 -2.11
C 1.89 0.20 0.31
N 1.06 -0.72 -0.15
C 1.74 -1.91 -0.17
C 3.00 -1.70 0.29
N 3.09 -0.36 0.59
C 4.29 0.32 1.07
H -0.13 3.66 3.92
H 1.32 3.10 3.08
H 0.48 4.56 2.52
H -2.41 3.07 2.99
H -3.22 1.36 0.98
H -0.54 0.90 -3.95
H 0.83 3.25 -4.40
H 2.19 4.76 -3.03
H 1.73 4.80 -1.32
H 3.18 3.91 -1.83
H 1.28 -2.82 -0.50
H 3.83 -2.37 0.43
H 5.05 -0.43 1.26
H 4.66 1.02 0.33
H 4.08 0.84 2.00
N -2.15 -1.11 -4.44
C -1.97 -1.26 -3.10
S -2.66 -0.02 -2.05
N -1.26 -2.26 -2.68
N -1.14 -2.21 -1.28
C -1.40 -3.30 -0.67
C -1.56 -3.40 0.77
C -1.85 -4.66 1.32
C -2.15 -4.79 2.66
C -2.19 -3.64 3.46
C -1.91 -2.39 2.93
C -1.58 -2.25 1.58
O -1.27 -1.06 1.11
H -2.95 -0.56 -4.72
H -1.96 -1.92 -5.00
H -1.60 -4.18 -1.27
H -1.85 -5.53 0.68
H -2.38 -5.76 3.08
H -2.44 -3.73 4.51
H -1.93 -1.51 3.55
*
```

As for the gap between HOMO and LUMO: 7.66 eV. The value obtained for the total energy is -63276.860 eV. The value obtained for the relative energy (zero: lowest compared OMol25 entry of this formula, charge and spin) is 4.4 kcal/mol. Its HOMO energy is -10.17 eV. For the lowest unoccupied orbital energy, the calculation gives -2.511 eV.



Formula: C20H22AsN4ORh
Source: the Open Molecules 2025 dataset
Level of theory: wB97M-V/def2-TZVPD

```
! RIJCOSX wB97M-V def2-TZVPD def2/J DEFGRID3
* xyz 2 5
Rh -0.63 -0.63 -0.92
C 3.43 -1.32 -3.68
C 2.58 -0.25 -3.47
C 1.89 -0.14 -2.27
C 2.06 -1.12 -1.29
C 2.91 -2.20 -1.50
C 3.59 -2.29 -2.70
N 1.24 -1.04 -0.14
C 1.60 -1.32 1.12
C 2.97 -1.33 1.50
C 3.36 -1.57 2.80
C 2.41 -1.83 3.78
C 1.06 -1.82 3.46
C 0.63 -1.59 2.16
N -0.78 -1.64 2.05
N -1.25 -1.57 0.91
C -2.65 -1.49 0.67
C -3.68 -1.81 1.52
C -4.97 -1.66 1.02
C -5.15 -1.19 -0.27
C -4.05 -0.88 -1.05
N -2.81 -1.04 -0.59
H 3.97 -1.40 -4.61
H 2.46 0.52 -4.23
H 1.28 0.74 -2.07
H 3.00 -2.98 -0.75
H 4.25 -3.13 -2.87
H 3.71 -1.10 0.74
H 4.41 -1.55 3.05
H 2.72 -2.02 4.80
H 0.31 -2.02 4.21
H -3.48 -2.18 2.52
H -5.82 -1.91 1.64
H -6.15 -1.07 -0.68
H -4.15 -0.51 -2.06
C -1.61 3.76 1.33
As -0.75 2.94 -0.15
C -1.63 3.47 -1.76
C 1.06 3.54 -0.23
O -0.82 1.27 0.06
H -1.56 4.84 1.25
H -1.12 3.43 2.25
H -2.66 3.44 1.35
H -1.61 4.56 -1.85
H -2.67 3.14 -1.73
H -1.13 3.03 -2.62
H 1.09 4.63 -0.21
H 1.53 3.18 -1.15
H 1.60 3.14 0.63
*
```

As for the gap between HOMO and LUMO (spin up / spin down): 7.14 / 6.68 eV. The value obtained for the total energy is -92933.670 eV. The value obtained for the relative energy (zero: lowest compared OMol25 entry of this formula, charge and spin) is 0.0 kcal/mol. Its HOMO energy (spin up / spin down) is -14.03 / -15.05 eV. For the lowest unoccupied orbital energy (spin up / spin down), the calculation gives -6.884 / -8.371 eV.



Formula: C20H22CeN3O2
Source: the Open Molecules 2025 dataset
Level of theory: wB97M-V/def2-TZVPD

```
! RIJCOSX wB97M-V def2-TZVPD def2/J DEFGRID3
* xyz 2 2
Ce 0.45 -0.52 0.04
C -0.02 -3.23 -2.81
C -1.19 -2.52 -3.12
C -1.25 -1.15 -2.94
C -0.17 -0.42 -2.46
C 1.02 -1.16 -2.07
C 1.11 -2.52 -2.40
C -0.30 1.02 -2.22
C -0.98 1.99 -3.07
C -0.93 3.34 -2.76
C -0.36 3.78 -1.55
C -0.47 5.13 -1.20
C 0.16 5.62 -0.09
C 0.95 4.76 0.73
C 1.03 3.41 0.37
C 0.31 2.86 -0.71
N 0.23 1.50 -1.04
H -0.01 -4.29 -3.02
H -2.10 -3.07 -3.46
H -2.24 -0.67 -3.22
H 2.06 -3.05 -2.31
H -1.51 1.61 -3.97
H -1.49 4.10 -3.34
H -1.04 5.86 -1.72
H 0.06 6.68 0.16
H 1.54 5.16 1.56
H 1.58 2.72 1.00
C -3.88 -1.33 2.85
N -2.50 -1.53 2.42
C -2.16 -2.35 1.41
N -2.86 -3.42 1.15
O -1.16 -2.03 0.65
H -3.98 -0.38 3.38
H -4.18 -2.17 3.54
H -4.53 -1.31 1.96
H -1.81 -0.84 2.64
H -3.59 -3.76 1.75
H -2.63 -4.00 0.33
C 4.10 -0.24 2.68
C 3.30 -1.21 1.92
C 3.49 -2.61 2.23
O 2.38 -0.78 1.07
H 4.63 0.48 2.00
H 4.85 -0.74 3.30
H 3.46 0.22 3.41
H 4.37 -3.03 1.71
H 2.58 -3.15 1.92
H 3.68 -2.76 3.31
*
```

As for the gap between HOMO and LUMO (spin up / spin down): 7.28 / 7.39 eV. The value obtained for the total energy is -42577.569 eV. The value obtained for the relative energy (zero: lowest compared OMol25 entry of this formula, charge and spin) is 13.8 kcal/mol. Its HOMO energy (spin up / spin down) is -13.66 / -13.74 eV. For the lowest unoccupied orbital energy (spin up / spin down), the calculation gives -6.374 / -6.356 eV.



Formula: C20H22Cl5HgIN2O6PS2
Source: the Open Molecules 2025 dataset
Level of theory: wB97M-V/def2-TZVPD

```
! RIJCOSX wB97M-V def2-TZVPD def2/J DEFGRID3
* xyz -2 2
Hg 0.08 0.42 1.04
Cl -5.57 -0.03 5.71
C -4.51 -0.03 4.35
C -3.14 -0.09 4.53
Cl -2.48 -0.22 6.11
C -2.27 -0.05 3.41
Cl -0.55 0.07 3.63
C -2.76 0.08 2.09
O -1.99 0.18 1.06
C -4.17 0.04 1.95
Cl -4.83 0.08 0.35
C -5.04 0.04 3.06
Cl -6.74 0.22 2.83
O 2.69 2.28 -0.29
S 1.28 2.48 0.04
O 0.80 3.78 -0.35
O 0.47 1.37 -0.65
O 1.01 2.17 1.49
I 6.30 1.25 0.66
C 4.45 0.31 0.51
C 3.95 -0.29 -0.62
N 2.73 -0.73 -0.29
N 2.40 -0.41 0.97
C 3.46 0.22 1.47
H 4.36 -0.42 -1.59
H 1.97 -0.97 -0.96
H 3.45 0.63 2.47
C 0.82 -3.45 -0.50
P -0.31 -2.08 0.04
C -1.70 -2.32 -1.14
C -1.04 -2.96 1.50
H 0.27 -4.39 -0.52
H 1.65 -3.53 0.20
H 1.19 -3.22 -1.49
H -2.02 -3.36 -1.12
H -1.37 -2.05 -2.14
H -2.51 -1.67 -0.84
H -1.31 -3.99 1.26
H -1.93 -2.42 1.81
H -0.33 -2.95 2.32
C -0.99 -0.55 -8.60
C -0.66 -0.39 -7.14
C -1.18 0.67 -6.38
C -0.85 0.82 -5.06
C 0.02 -0.08 -4.44
C 0.52 -1.15 -5.17
C 0.19 -1.30 -6.49
S 0.36 0.29 -2.69
C 1.94 1.14 -3.10
O 0.82 -1.04 -2.15
H -1.69 0.22 -8.92
H -1.42 -1.53 -8.79
H -0.08 -0.46 -9.21
H -1.85 1.39 -6.86
H -1.23 1.65 -4.48
H 1.18 -1.86 -4.68
H 0.59 -2.13 -7.06
H 2.61 0.41 -3.54
H 2.34 1.57 -2.18
H 1.71 1.93 -3.80
*
```

As for the gap between HOMO and LUMO (spin up / spin down): 1.42 / 6.03 eV. The value obtained for the total energy is -142206.787 eV. The value obtained for the relative energy (zero: lowest compared OMol25 entry of this formula, charge and spin) is 109.3 kcal/mol. Its HOMO energy (spin up / spin down) is 2.12 / -2.52 eV. For the lowest unoccupied orbital energy (spin up / spin down), the calculation gives 3.536 / 3.514 eV.



Formula: C20H22Cl5IN2OSnTe4
Source: the Open Molecules 2025 dataset
Level of theory: wB97M-V/def2-TZVPD

```
! RIJCOSX wB97M-V def2-TZVPD def2/J DEFGRID3
* xyz -2 1
Sn -0.74 1.30 0.97
Te -2.17 -0.39 2.66
Te -5.27 0.39 2.07
Te -5.09 2.92 1.19
Te -2.61 3.13 0.03
Cl 0.22 -2.05 0.78
C 0.61 -1.95 2.47
C -0.17 -1.14 3.29
C 0.22 -1.04 4.62
Cl -0.66 0.00 5.69
C 1.29 -1.78 5.15
Cl 1.66 -1.73 6.83
C 2.04 -2.58 4.30
Cl 3.37 -3.49 4.91
C 1.71 -2.65 2.95
Cl 2.67 -3.63 1.89
C -4.54 -1.72 -1.36
C -3.32 -1.16 -2.05
C -3.17 -1.26 -3.43
C -2.04 -0.75 -4.03
C -1.85 -0.84 -5.52
C -1.05 -0.15 -3.26
C -1.15 -0.04 -1.86
C -2.33 -0.56 -1.30
N -0.20 0.52 -1.03
C 1.13 0.88 -1.54
C 2.00 1.29 -0.35
C 1.83 -0.34 -2.16
C 1.11 2.09 -2.49
H -5.25 -2.10 -2.08
H -5.02 -0.95 -0.75
H -4.26 -2.53 -0.68
H -3.94 -1.74 -4.03
H -2.73 -1.27 -6.00
H -0.98 -1.46 -5.77
H -1.68 0.15 -5.96
H -0.20 0.25 -3.79
H -2.46 -0.52 -0.22
H 1.98 0.53 0.43
H 1.69 2.24 0.07
H 3.04 1.40 -0.67
H 1.96 -1.11 -1.39
H 2.82 -0.05 -2.52
H 1.28 -0.79 -2.98
H 0.57 2.91 -2.00
H 0.62 1.90 -3.44
H 2.13 2.42 -2.69
N 2.94 3.25 2.39
C 2.30 2.05 2.62
O 1.05 2.08 2.73
C 3.11 0.90 2.76
I 4.57 1.11 5.15
H 2.37 4.02 2.08
H 3.91 3.25 2.15
H 4.05 0.86 2.22
H 2.61 -0.04 2.94
*
```

As for the gap between HOMO and LUMO (spin up / spin down): 4.57 / 5.40 eV. The value obtained for the total energy is -131845.098 eV. Its HOMO energy (spin up / spin down) is -1.52 / -1.50 eV. For the lowest unoccupied orbital energy (spin up / spin down), the calculation gives 3.047 / 3.908 eV.



Formula: C20H22ClN3O4S
Source: the Open Molecules 2025 dataset
Level of theory: wB97M-V/def2-TZVPD

```
! RIJCOSX wB97M-V def2-TZVPD def2/J DEFGRID3
* xyz 0 1
C 2.89 4.52 -1.34
C 3.65 3.35 -0.80
C 5.01 3.48 -0.58
C 5.80 2.42 -0.17
C 5.20 1.19 -0.01
Cl 6.16 -0.18 0.46
C 3.85 1.02 -0.20
C 3.04 2.10 -0.58
N 1.67 1.96 -0.82
C 0.75 2.70 0.01
C 0.33 1.89 1.24
N -0.29 0.65 0.80
S -1.00 -0.22 2.06
O -1.78 0.70 2.82
O -0.01 -1.00 2.74
C -2.07 -1.33 1.15
C -1.85 -2.69 1.30
C -2.66 -3.60 0.64
C -3.71 -3.12 -0.16
C -3.91 -1.75 -0.31
C -3.09 -0.83 0.34
C -3.30 0.64 0.18
N -4.56 -4.04 -0.76
C -4.32 -5.38 -0.77
O -5.10 -6.18 -1.24
C -2.97 -5.78 -0.19
O -2.46 -4.93 0.82
C 0.64 -0.15 0.04
C 1.14 0.66 -1.17
H 2.55 5.18 -0.54
H 3.53 5.11 -2.00
H 2.02 4.19 -1.91
H 5.48 4.45 -0.75
H 6.86 2.55 -0.01
H 3.42 0.05 -0.04
H -0.14 2.93 -0.59
H 1.21 3.63 0.34
H 1.21 1.68 1.87
H -0.41 2.42 1.84
H -1.06 -3.02 1.94
H -4.72 -1.41 -0.93
H -2.50 1.06 -0.42
H -3.26 1.12 1.15
H -4.25 0.84 -0.30
H -5.41 -3.71 -1.20
H -2.26 -5.82 -1.04
H -3.04 -6.78 0.25
H 1.47 -0.47 0.68
H 0.11 -1.05 -0.30
H 0.28 0.84 -1.82
H 1.88 0.10 -1.72
*
```

As for the gap between HOMO and LUMO: 8.67 eV. The value obtained for the total energy is -57115.283 eV. The value obtained for the relative energy (zero: lowest compared OMol25 entry of this formula, charge and spin) is 16.2 kcal/mol. Its structure (SMILES) is Cc1ccc(Cl)cc1N1CCN(S(=O)(=O)c2cc3c(cc2C)NC(=O)CO3)CC1. Its HOMO energy is -8.25 eV. For the lowest unoccupied orbital energy, the calculation gives 0.412 eV.